# 1
Here is a structure of composition C20H26B2F2N10OS2W at a distorted geometry from the Open Molecules 2025 dataset. Energies are from ωB97M-V with the def2-TZVPD basis set.

As for the expectation value of S²: 3.76. The HOMO energy (spin up / spin down) comes out at -16.1 / -16.1 eV. As for the net charge: +3. The value obtained for the HOMO-LUMO gap (spin up / spin down) is 6.298 / 4.836 eV. Its multiplicity is 4.

Last column: natural (NBO) charge in e.
Element x y z (Å)
W1 0.53 -0.16 0.36  1.497
C1 3.81 -1.77 -1.78  -0.292
C2 3.12 -0.68 -1.30  -0.007
N1 1.88 -1.08 -0.90  -0.400
N2 1.80 -2.43 -1.10  -0.303
C3 2.93 -2.85 -1.63  0.093
B1 0.46 -3.21 -0.76  0.933
N3 -0.67 -2.36 -1.41  -0.323
C4 -1.59 -2.64 -2.35  0.067
C5 -2.37 -1.52 -2.57  -0.296
C6 -1.87 -0.57 -1.71  0.022
N4 -0.85 -1.07 -1.00  -0.389
N5 0.24 -3.12 0.79  -0.312
C7 -0.08 -4.08 1.66  0.092
C8 -0.31 -3.50 2.91  -0.299
C9 -0.11 -2.15 2.72  0.002
N6 0.23 -1.92 1.43  -0.430
N7 0.63 -4.63 -1.17  -0.440
C10 0.23 -5.41 -2.23  -0.019
C11 0.89 -6.60 -2.14  -0.310
C12 1.70 -6.47 -0.99  -0.009
N8 1.57 -5.29 -0.42  -0.321
H1 4.80 -1.79 -2.20  0.279
H2 3.43 0.35 -1.24  0.244
H3 3.07 -3.90 -1.87  0.278
H4 -1.65 -3.60 -2.81  0.248
H5 -3.19 -1.43 -3.27  0.274
H6 -2.22 0.44 -1.56  0.225
H7 -0.10 -5.11 1.36  0.277
H8 -0.60 -4.00 3.82  0.275
H9 -0.19 -1.34 3.43  0.235
H10 -0.48 -5.10 -2.97  0.218
H11 0.82 -7.44 -2.81  0.265
H12 2.38 -7.20 -0.57  0.238
C13 -0.90 6.62 -1.22  -0.690
C14 -0.93 5.33 -0.51  0.416
C15 -1.58 5.10 0.68  -0.317
C16 -1.58 3.83 1.24  0.439
N9 -0.90 2.83 0.60  -0.610
C17 -0.17 3.05 -0.51  0.337
S1 0.80 1.85 -1.18  0.079
N10 -0.24 4.28 -1.06  -0.501
C18 -2.27 3.54 2.52  -0.690
H13 -1.60 7.33 -0.78  0.281
H14 -1.14 6.49 -2.28  0.279
H15 0.11 7.05 -1.17  0.290
H16 -2.12 5.90 1.17  0.288
H17 0.27 4.43 -1.92  0.466
H18 -3.25 4.02 2.53  0.292
H19 -1.69 3.98 3.33  0.294
H20 -2.39 2.47 2.72  0.252
F1 -2.33 0.91 0.78  -0.437
B2 -1.09 1.34 0.95  1.072
F2 -0.45 0.87 2.10  -0.427
C19 3.54 0.37 3.82  -0.803
S2 3.52 -0.05 2.10  1.292
C20 3.46 -1.82 2.23  -0.821
O1 2.11 0.41 1.63  -0.992
H21 4.46 -0.03 4.24  0.281
H22 2.66 -0.06 4.30  0.251
H23 3.54 1.46 3.89  0.272
H24 4.43 -2.14 2.61  0.286
H25 3.31 -2.24 1.23  0.257
H26 2.66 -2.12 2.91  0.254



# 2
Here is a cluster of 2 separate species, C20H26Cl2N4O3 in total at a distorted geometry from the Open Molecules 2025 dataset. Energies are from ωB97M-V with the def2-TZVPD basis set.

The HOMO energy comes out at -8.4 eV. As for the net charge: 0. The value obtained for the HOMO-LUMO gap is 8.454 eV. As for the SMILES: O=C1NCCc2c1[nH]c1c(Cl)ccc(Cl)c21.CNC(=O)[C@H](CC(C)C)NC(C)=O.

Last column: natural (NBO) charge in e.
Element x y z (Å)
O1 7.72 0.48 -3.87  -0.611
C1 6.79 0.31 -3.09  0.644
N1 6.91 0.80 -1.81  -0.612
C2 5.72 0.98 -0.98  -0.207
C3 4.70 -0.17 -1.11  -0.433
C4 4.59 -0.63 -2.55  -0.024
C5 5.58 -0.39 -3.47  0.032
N2 5.18 -0.94 -4.68  -0.501
C6 3.93 -1.54 -4.55  0.111
C7 3.12 -2.21 -5.46  -0.041
Cl1 3.63 -2.41 -7.12  0.006
C8 1.89 -2.72 -5.02  -0.215
C9 1.49 -2.56 -3.68  -0.243
C10 2.31 -1.89 -2.76  -0.023
Cl2 1.78 -1.73 -1.10  0.008
C11 3.53 -1.38 -3.23  -0.058
H1 7.69 1.44 -1.69  0.412
H2 5.23 1.92 -1.28  0.181
H3 6.01 1.08 0.07  0.208
H4 3.73 0.18 -0.76  0.237
H5 5.01 -1.02 -0.49  0.222
H6 5.73 -0.92 -5.54  0.440
H7 1.25 -3.24 -5.72  0.236
H8 0.55 -2.97 -3.35  0.231
C12 -7.07 0.03 2.14  -0.410
N3 -5.68 0.10 2.59  -0.601
C13 -4.77 0.95 2.10  0.667
O2 -5.04 1.75 1.22  -0.641
C14 -3.33 0.90 2.67  -0.118
C15 -2.30 0.34 1.67  -0.392
C16 -2.05 1.18 0.40  -0.219
C17 -1.53 2.58 0.74  -0.611
C18 -0.99 0.49 -0.47  -0.597
N4 -3.20 0.11 3.92  -0.626
C19 -3.70 0.48 5.09  0.664
C20 -3.38 -0.40 6.28  -0.708
O3 -4.40 1.47 5.24  -0.621
H9 -7.10 -0.10 1.06  0.211
H10 -7.58 0.96 2.39  0.210
H11 -7.58 -0.80 2.62  0.204
H12 -5.40 -0.48 3.36  0.397
H13 -3.06 1.92 2.92  0.235
H14 -1.34 0.23 2.18  0.201
H15 -2.63 -0.66 1.36  0.204
H16 -2.96 1.26 -0.19  0.224
H17 -0.65 2.52 1.38  0.194
H18 -2.31 3.15 1.23  0.219
H19 -1.27 3.10 -0.18  0.212
H20 -1.33 -0.51 -0.74  0.204
H21 -0.05 0.41 0.08  0.195
H22 -0.83 1.07 -1.38  0.212
H23 -2.62 -0.71 3.89  0.396
H24 -3.88 0.00 7.16  0.247
H25 -3.74 -1.41 6.08  0.220
H26 -2.31 -0.41 6.44  0.226



# 3
Here is the molecule C20H26ClN5O2S at a distorted geometry from the Open Molecules 2025 dataset. Energies are from ωB97M-V with the def2-TZVPD basis set.

The HOMO energy comes out at -7.8 eV. As for the net charge: 0. The value obtained for the HOMO-LUMO gap is 8.416 eV. As for the SMILES: CC(C)Cc1nnc(NC(=O)CCC(=O)N2CCN(c3ccc(Cl)cc3)CC2)s1.

Last column: natural (NBO) charge in e.
Element x y z (Å)
C1 6.18 6.31 -1.54  -0.601
C2 5.71 4.86 -1.63  -0.198
C3 6.06 4.27 -3.00  -0.610
C4 4.19 4.79 -1.38  -0.457
C5 3.71 3.39 -1.35  0.080
N1 2.87 2.88 -2.16  -0.251
N2 2.59 1.60 -1.96  -0.334
C6 3.21 1.09 -0.95  0.259
N3 3.16 -0.20 -0.51  -0.629
C7 2.29 -1.23 -0.83  0.732
O1 2.44 -2.30 -0.29  -0.600
C8 1.23 -0.96 -1.87  -0.508
C9 -0.05 -1.68 -1.44  -0.503
C10 -0.42 -1.19 -0.05  0.702
O2 0.24 -0.35 0.53  -0.647
N4 -1.51 -1.75 0.53  -0.438
C11 -2.41 -2.72 -0.05  -0.228
C12 -3.83 -2.13 -0.12  -0.215
N5 -4.27 -1.73 1.20  -0.454
C13 -4.94 -2.63 2.01  0.257
C14 -5.96 -3.42 1.47  -0.270
C15 -6.69 -4.30 2.25  -0.204
C16 -6.42 -4.39 3.61  -0.080
Cl1 -7.33 -5.49 4.60  -0.004
C17 -5.43 -3.61 4.17  -0.194
C18 -4.70 -2.75 3.38  -0.296
C19 -3.35 -0.76 1.76  -0.223
C20 -1.93 -1.32 1.85  -0.246
S1 4.27 2.24 -0.13  0.281
H1 5.97 6.73 -0.56  0.207
H2 5.69 6.92 -2.30  0.204
H3 7.26 6.36 -1.71  0.211
H4 6.21 4.28 -0.85  0.194
H5 7.13 4.29 -3.16  0.210
H6 5.72 3.23 -3.06  0.215
H7 5.57 4.83 -3.79  0.206
H8 3.96 5.27 -0.43  0.223
H9 3.66 5.31 -2.18  0.238
H10 3.78 -0.43 0.25  0.418
H11 1.07 0.11 -1.96  0.269
H12 1.58 -1.34 -2.83  0.239
H13 -0.85 -1.47 -2.15  0.227
H14 0.14 -2.75 -1.40  0.242
H15 -2.08 -3.01 -1.05  0.220
H16 -2.43 -3.61 0.59  0.199
H17 -4.50 -2.87 -0.55  0.213
H18 -3.82 -1.24 -0.77  0.198
H19 -6.22 -3.34 0.42  0.213
H20 -7.47 -4.89 1.82  0.227
H21 -5.21 -3.68 5.23  0.226
H22 -3.92 -2.16 3.85  0.214
H23 -3.71 -0.43 2.73  0.215
H24 -3.34 0.11 1.09  0.205
H25 -1.23 -0.56 2.19  0.254
H26 -1.90 -2.18 2.53  0.193



# 4
Here is the molecule C20H26ClNO2 from the Open Molecules 2025 dataset. Energies are from ωB97M-V with the def2-TZVPD basis set.

The HOMO energy comes out at -8.2 eV. As for the net charge: 0. The value obtained for the HOMO-LUMO gap is 9.005 eV. As for the SMILES: COCCN(CCOc1cc(C)cc(C)c1)Cc1ccc(Cl)cc1.

Last column: natural (NBO) charge in e.
Element x y z (Å)
C1 2.73 -0.83 -1.14  -0.248
O1 2.76 -0.53 0.23  -0.556
C2 2.29 0.77 0.53  -0.092
C3 2.41 1.01 2.05  -0.239
N1 1.20 1.15 2.80  -0.453
C4 0.48 -0.05 3.17  -0.217
C5 0.23 -1.09 2.07  -0.102
O2 -0.60 -0.54 1.06  -0.534
C6 -0.73 -1.24 -0.10  0.409
C7 -1.35 -0.56 -1.15  -0.313
C8 -1.52 -1.16 -2.38  0.030
C9 -2.19 -0.43 -3.51  -0.634
C10 -1.05 -2.46 -2.57  -0.257
C11 -0.43 -3.15 -1.54  0.017
C12 0.06 -4.55 -1.74  -0.626
C13 -0.28 -2.54 -0.30  -0.343
C14 0.47 2.39 2.70  -0.213
C15 -0.45 2.58 1.51  -0.053
C16 0.02 3.19 0.35  -0.149
C17 -0.82 3.39 -0.74  -0.251
C18 -2.14 2.99 -0.65  -0.049
Cl1 -3.20 3.25 -2.00  -0.001
C19 -2.63 2.39 0.50  -0.228
C20 -1.78 2.19 1.57  -0.180
H1 3.09 -1.85 -1.25  0.191
H2 1.71 -0.75 -1.54  0.179
H3 3.38 -0.15 -1.70  0.162
H4 2.90 1.50 -0.03  0.162
H5 1.25 0.88 0.20  0.187
H6 2.97 0.16 2.46  0.214
H7 3.01 1.91 2.22  0.196
H8 1.06 -0.57 3.95  0.191
H9 -0.47 0.25 3.60  0.200
H10 1.18 -1.40 1.64  0.204
H11 -0.26 -1.96 2.53  0.176
H12 -1.69 0.44 -0.97  0.225
H13 -1.51 -0.35 -4.36  0.217
H14 -3.07 -0.97 -3.84  0.218
H15 -2.48 0.57 -3.20  0.221
H16 -1.17 -2.93 -3.54  0.203
H17 0.06 -4.82 -2.79  0.214
H18 1.06 -4.67 -1.34  0.215
H19 -0.59 -5.25 -1.21  0.219
H20 0.20 -3.09 0.49  0.216
H21 1.22 3.20 2.70  0.199
H22 -0.12 2.50 3.61  0.198
H23 1.05 3.51 0.29  0.204
H24 -0.45 3.86 -1.64  0.227
H25 -3.66 2.08 0.55  0.229
H26 -2.16 1.73 2.46  0.213



no.,calculated total energy (a.u.)
1,-2512.74669
2,-2142.93026
3,-2060.38800
4,-1443.10633